# 1
{"formula": "C4H8N2OS", "method": "wB97M-V/def2-TZVPD", "symbols": ["C", "C", "C", "C", "H", "H", "H", "H", "H", "H", "H", "H", "N", "N", "O", "S"], "coordinates": [[-0.0064, 1.0866, -1.3371], [1.1464, -1.0194, -0.7675], [0.1446, 0.5384, 1.7130], [-1.7489, -0.7193, 0.9330], [0.0754, 0.8185, -2.3748], [0.7988, 1.7722, -1.0422], [-0.9591, 1.5981, -1.1640], [2.1118, -0.5664, -0.4223], [1.0116, -1.9286, -0.2361], [1.2404, -1.2214, -1.8690], [-0.4213, 0.4770, 2.6699], [-2.0273, -0.5985, 2.0037], [-0.0390, -0.1802, -0.6158], [-0.5002, -0.0853, 0.6846], [-2.3937, -1.2954, 0.1191], [1.5669, 1.3238, 1.7055]], "forces_ev_per_angstrom": [[-0.32, 0.13, 0.66], [0.82, 1.04, -1.27], [-0.16, 0.12, 0.69], [0.42, 0.40, 0.72], [0.05, 0.14, -0.54], [0.02, -0.25, -0.06], [0.11, -0.10, -0.18], [-0.79, -0.09, -0.23], [-0.25, -0.90, 0.33], [-0.05, 0.00, 1.05], [0.23, -0.07, -0.74], [-0.06, -0.11, -0.36], [0.68, 0.11, -0.16], [-0.47, -0.20, 0.36], [-0.11, -0.09, -0.15], [-0.14, -0.11, -0.12]], "e_above_lowest_kj_mol": 166.8, "energy_ev": -20139.106, "smiles": "CN(C)N(C=O)C=S", "molar_mass_g_mol": 132.19, "orbital_gap_ev": 8.75, "largest_force_ev_per_a": 1.83}



# 2
{"formula": "C3H6N2O", "method": "wB97M-V/def2-TZVPD", "symbols": ["N", "C", "C", "O", "C", "N", "H", "H", "H", "H", "H", "H"], "coordinates": [[-0.7106, 1.2068, -0.6324], [0.3980, 0.2019, -0.5356], [1.3595, 0.1278, 0.6349], [0.9876, -1.2717, 0.8071], [-0.0937, -1.0511, -0.0426], [-1.1980, -1.6773, -0.1572], [-1.5749, 0.9249, -0.1299], [-0.4451, 2.1542, -0.3549], [-0.9243, 1.2264, -1.6247], [2.4260, 0.2250, 0.4037], [1.1241, 0.6940, 1.5504], [-1.2138, -2.5006, 0.4433]], "forces_ev_per_angstrom": [[-0.09, 0.07, -0.17], [-0.01, -0.05, 0.02], [0.33, 0.22, 0.14], [-0.06, -0.14, 0.05], [-0.32, -0.11, -0.07], [0.38, 0.05, 0.08], [0.26, -0.06, -0.04], [0.07, -0.24, -0.02], [-0.31, 0.24, 0.04], [-0.17, -0.02, 0.10], [-0.04, -0.05, -0.11], [-0.06, 0.10, -0.02]], "e_above_lowest_kj_mol": 390.1, "energy_ev": -8232.656, "molar_mass_g_mol": 86.09, "orbital_gap_ev": 7.62, "largest_force_ev_per_a": 0.42}



# 3
{"formula": "C9H20F3HgN2O9S", "method": "wB97M-V/def2-TZVPD", "symbols": ["Hg", "O", "H", "O", "H", "O", "C", "C", "O", "H", "H", "H", "H", "C", "F", "F", "F", "S", "O", "O", "O", "C", "O", "N", "C", "C", "H", "H", "H", "H", "H", "H", "H", "C", "O", "N", "C", "C", "H", "H", "H", "H", "H", "H", "H"], "coordinates": [[-0.0245, 1.3848, -1.0567], [0.2586, 1.5161, -3.2482], [-0.3009, 1.0198, -3.8599], [-0.2695, 3.5932, -0.8129], [-1.1995, 3.7742, -1.0152], [3.4030, 4.3466, 0.5034], [3.5013, 2.9966, 0.8215], [3.4173, 1.9517, -0.3016], [2.2739, 1.8406, -1.1124], [2.5785, 2.7784, 1.4075], [4.2956, 2.7153, 1.5547], [3.6921, 0.9887, 0.1911], [4.2339, 2.1328, -1.0323], [1.8803, -0.0954, 3.1672], [3.0574, -0.2152, 2.5928], [1.8949, -0.6976, 4.3756], [1.5662, 1.1902, 3.3539], [0.4315, -0.7723, 2.1401], [0.9662, -2.0299, 1.6407], [-0.6648, -0.8188, 3.1375], [0.1571, 0.1970, 1.0859], [0.9958, -1.9130, -1.5042], [0.3085, -0.9266, -1.4690], [0.9296, -2.8551, -2.4824], [1.4724, -4.1841, -2.2241], [0.0839, -2.7429, -3.6480], [1.7969, -2.1635, -0.7926], [2.0235, -4.4588, -3.1311], [0.6153, -4.8667, -2.1716], [2.1058, -4.2203, -1.3451], [-0.9218, -3.0823, -3.3784], [0.0391, -1.7322, -4.0512], [0.5528, -3.3487, -4.4281], [-3.3051, 0.4713, -0.0662], [-2.2732, 0.8997, -0.5107], [-3.6593, 0.6428, 1.2309], [-4.9401, 0.2416, 1.7174], [-2.8485, 1.3918, 2.1811], [-4.1237, 0.0053, -0.6436], [-5.5966, -0.3289, 1.0521], [-5.5344, 1.0725, 2.1112], [-4.9324, -0.5055, 2.5258], [-2.7062, 0.7584, 3.0590], [-1.8762, 1.7644, 1.8653], [-3.3548, 2.2842, 2.5710]], "forces_ev_per_angstrom": [[2.78, 2.82, -0.70], [-0.37, -0.38, -1.08], [-0.17, -0.08, 0.19], [-0.99, -0.15, 0.37], [0.04, -0.01, -0.06], [1.37, -0.83, 0.16], [-2.37, 1.88, -0.02], [-0.50, -0.31, -1.39], [0.56, -0.31, 1.13], [-0.18, -0.47, 0.23], [0.80, -0.16, -0.20], [-0.03, -0.35, 0.22], [0.52, 0.23, 0.13], [-2.17, 0.45, -1.07], [0.17, -0.06, 0.22], [0.45, -0.14, 0.20], [0.65, 0.02, 0.44], [-0.67, 0.81, -0.27], [-0.28, -0.44, 0.50], [1.16, -0.56, -0.60], [0.37, -0.73, 1.58], [0.21, 0.66, 0.23], [-0.17, -1.30, -0.34], [0.67, -0.60, -0.13], [-0.73, 0.69, -1.34], [0.21, 0.07, 0.35], [-0.22, 0.31, 0.35], [0.32, -0.31, 0.25], [0.22, -0.34, 0.42], [-0.10, 0.08, 0.10], [-0.16, -0.10, -0.48], [0.01, 0.22, 0.51], [-0.35, -0.26, -0.04], [0.14, 0.94, 0.63], [-1.13, -0.70, -0.49], [-0.39, 0.12, 0.22], [-1.03, -0.89, 0.76], [0.05, 0.12, 1.17], [0.19, -0.29, -0.22], [0.44, 0.53, -0.91], [0.10, 0.23, -0.12], [0.78, 0.31, 0.36], [0.34, -0.10, -0.10], [-0.03, -0.62, -0.73], [-0.51, 0.00, -0.40]], "e_above_lowest_kj_mol": 4.2, "charge": -3, "energy_ev": -54216.862, "molar_mass_g_mol": 589.92, "orbital_gap_ev": 1.57, "largest_force_ev_per_a": 4.02}



# 4
{"formula": "C3H2O2", "method": "wB97M-V/def2-TZVPD", "symbols": ["C", "C", "C", "O", "O", "H", "H"], "coordinates": [[-0.1431, -0.0469, -0.0214], [-1.5093, 0.1728, 0.0003], [1.4210, 0.0522, 0.0120], [-2.5120, 0.7781, 0.0344], [-1.0558, -1.1258, -0.0465], [1.9652, -0.8642, -0.0254], [1.8340, 1.0338, 0.0466]], "forces_ev_per_angstrom": [[9.14, 0.14, 0.20], [-0.46, 0.72, 0.04], [-8.56, -0.45, -0.19], [-0.33, -0.15, -0.01], [-0.12, -0.27, -0.04], [0.18, -0.32, 0.00], [0.14, 0.34, 0.00]], "e_above_lowest_kj_mol": 233.0, "energy_ev": -7234.487, "smiles": "C=C1OC1=O", "molar_mass_g_mol": 70.05, "orbital_gap_ev": 9.20, "largest_force_ev_per_a": 9.15}



# 5
{"formula": "C14H18Be2Cl3FNO7S", "method": "wB97M-V/def2-TZVPD", "symbols": ["N", "C", "C", "C", "C", "C", "C", "C", "S", "O", "O", "O", "H", "H", "H", "H", "H", "H", "H", "H", "H", "H", "H", "H", "H", "H", "H", "F", "Be", "C", "C", "C", "O", "C", "C", "C", "O", "O", "O", "H", "H", "C", "Cl", "Cl", "Cl", "H", "Be"], "coordinates": [[2.8605, -0.6885, 0.2409], [2.3072, -1.3844, 1.4578], [1.6290, -2.7405, 0.9652], [0.1722, -2.7993, 1.5807], [-0.9706, -2.6551, 0.4763], [-0.6683, -1.5278, -0.5721], [-0.8978, -0.0425, -0.0665], [-1.3081, 0.0979, 1.4731], [-2.6325, -1.1579, 1.7636], [-3.7981, -0.6281, 1.0406], [-2.9873, -1.2235, 3.1749], [-2.2826, -2.6065, 1.0681], [2.1520, -0.0955, -0.2278], [3.5791, -0.0149, 0.5703], [1.5791, -0.7016, 2.0202], [3.1256, -1.6412, 2.1787], [1.6794, -2.8826, -0.1305], [2.2305, -3.5676, 1.4341], [0.0261, -3.8165, 2.0381], [-0.0079, -2.0670, 2.4140], [-0.9321, -3.6277, -0.0911], [0.3543, -1.5895, -1.0234], [-1.3807, -1.6896, -1.4306], [-1.7480, 0.3854, -0.6602], [-0.0162, 0.6218, -0.3209], [-0.4579, -0.0204, 2.1948], [-1.7874, 1.0841, 1.6283], [-1.7177, 2.2516, 0.3641], [2.0290, 0.9834, 1.4523], [-0.7722, 4.2482, -3.2933], [-1.4315, 5.4752, -3.4879], [-1.1243, 6.5224, -2.4218], [-1.5356, 7.6550, -2.4516], [-0.2752, 6.1183, -1.2822], [0.3686, 4.8947, -1.0863], [0.1424, 3.8830, -2.2101], [0.6737, 2.7885, -2.2505], [1.0816, 4.5522, -0.1184], [-2.1912, 5.7640, -4.3970], [-0.9274, 3.4484, -4.0108], [-0.1591, 6.8980, -0.5355], [1.4881, -6.5918, 0.3166], [0.1045, -6.5879, 1.4147], [1.4696, -5.1504, -0.7138], [3.0015, -6.6848, 1.2216], [1.4156, -7.4674, -0.3206], [-1.4600, 3.9785, 0.6141]], "forces_ev_per_angstrom": [[0.01, 1.96, 2.04], [0.30, -1.15, -1.15], [-0.32, 0.82, 2.31], [-0.87, -1.03, -0.40], [2.44, -0.83, -0.58], [-0.97, 0.57, -0.32], [-0.42, -0.17, 0.08], [0.87, -1.43, -0.93], [-4.73, 2.18, 0.91], [2.23, -0.84, -0.40], [2.17, -1.02, -1.09], [0.93, 1.84, 0.62], [0.09, -0.74, -0.54], [0.42, -0.56, -0.80], [0.15, -0.74, -0.06], [-0.61, 0.59, -0.75], [-0.03, 0.65, 0.94], [-0.55, 0.81, -0.60], [0.04, 1.04, -0.36], [0.44, -0.64, -0.78], [-0.35, 0.96, 0.58], [-0.88, -0.39, 0.60], [0.72, 0.13, 0.83], [0.87, -0.49, 0.68], [-0.70, -0.57, 0.42], [-0.82, -0.15, -0.57], [0.01, -1.51, 0.35], [0.52, 6.93, 0.36], [-0.11, -0.23, -0.24], [0.84, -1.75, 0.16], [-0.99, 2.11, 0.00], [0.34, 0.50, 0.54], [-0.16, -0.35, -0.34], [-1.32, 0.52, 0.92], [0.19, -1.76, 0.19], [-0.18, 0.11, -1.20], [0.07, 0.00, 0.60], [-0.70, -0.06, 0.27], [0.48, -0.69, 0.25], [-0.06, 0.07, -0.07], [0.27, 0.07, -0.08], [0.02, -0.14, 0.17], [0.06, -0.01, -0.12], [-0.09, -0.78, -0.42], [-0.10, 0.03, -0.09], [0.01, 0.11, 0.04], [0.47, -3.99, -1.98]], "charge": 1, "energy_ev": -82535.380, "molar_mass_g_mol": 487.75, "orbital_gap_ev": 2.44, "largest_force_ev_per_a": 6.96}